# C21H13F4MoO3

A structure of composition C21H13F4MoO3 at a distorted geometry (ωB97M-V with the def2-TZVPD basis set, the Open Molecules 2025 dataset).

Results
orbital gap = 3.9174 eV
molar mass = 485.3 g mol⁻¹
energy relative to the best compared isomer or geometry (same formula, charge and spin) = 5.8 kcal/mol
electronic energy = -1500.1683 a.u.
total charge = +3
E_HOMO = -18.66 eV

Last column: Mulliken charge in e.
Positions of all 42 atoms, in Å:
O -2.3959 -5.0802 12.8307  -0.002
C -1.4833 -4.5077 12.4330  0.355
Mo 0.1906 -3.2972 11.4940  -0.863
C -0.8684 -3.5272 9.6879  0.728
O -1.5245 -3.7390 8.7452  -0.107
C -0.8914 -1.5593 12.2096  0.565
O -1.5540 -0.7707 12.7392  -0.060
H -0.0365 -1.8571 10.4881  0.546
C 2.2112 -2.5781 11.8658  -0.327
C 1.8002 -3.3615 12.9985  -0.419
C 1.5412 -4.6930 12.5411  -0.395
C 1.8041 -4.7511 11.1361  -0.450
C 2.2166 -3.4414 10.7113  -0.289
H 2.5650 -1.5542 11.9003  0.508
H 1.7384 -3.0324 14.0309  0.489
H 1.2607 -5.5315 13.1646  0.695
H 1.7445 -5.6452 10.5240  0.494
H 2.5740 -3.1855 9.7218  0.514
F 3.4660 -2.4087 6.3762  -0.298
C 3.1292 -1.3142 7.1466  0.167
C 4.1613 -0.4976 7.6030  -0.571
C 3.7753 0.5805 8.4068  0.206
F 4.7627 1.4046 8.8992  -0.259
C 2.4593 0.8509 8.7254  -0.846
C 1.4035 0.0058 8.2435  1.169
C 0.0815 0.3414 8.6385  -0.526
C -1.1747 -0.0456 8.1068  1.208
C -2.3250 0.6673 8.5816  -0.852
C -3.5950 0.2819 8.1982  0.165
F -4.6748 0.9923 8.6695  -0.253
C -3.8378 -0.7974 7.3427  -0.560
C -2.7125 -1.4566 6.8564  0.343
F -2.9073 -2.5404 6.0304  -0.298
C -1.4065 -1.0956 7.1657  -0.783
C 1.7849 -1.1037 7.4283  -0.716
H 5.1984 -0.6942 7.3617  0.555
H 2.1949 1.7291 9.3197  0.503
H 0.0259 1.1232 9.4056  0.428
H -2.1702 1.5308 9.2325  0.536
H -4.8413 -1.1092 7.0793  0.561
H -0.5877 -1.5949 6.6638  0.630
H 1.0487 -1.7898 7.0244  0.506